(1)
A structure of composition C32H35CdMgN11O12 at a distorted geometry, computed with wB97M-V/def2-TZVPD.

Output
Energy relative to the best compared isomer or geometry (same formula, charge and spin)   8.2161 eV
Largest force on an atom   5.985 eV/Å
HOMO   -6.45 eV
HOMO-LUMO gap   2.53 eV

Last column: Löwdin charge in e.
Atoms and positions in Å:
Mg (0.50, 4.75, -0.96)  1.222
Cd (-0.23, 0.24, -0.56)  1.319
N (0.63, 2.66, 1.43)  -0.550
O (0.80, 3.74, 0.85)  -0.075
O (1.04, 2.47, 2.54)  0.065
O (0.22, 1.70, 0.87)  -0.094
N (1.78, 2.07, -2.38)  -0.575
O (1.45, 3.15, -1.91)  -0.093
O (2.69, 1.90, -3.13)  0.100
O (1.20, 1.11, -1.89)  -0.121
N (-2.04, 2.82, -1.32)  -0.546
O (-1.25, 3.78, -1.19)  -0.124
O (-1.56, 1.70, -1.25)  -0.110
O (-3.21, 2.98, -1.45)  0.086
N (-1.09, -4.95, 1.41)  -0.687
O (-1.57, -4.21, 0.55)  -0.081
O (-0.16, -4.66, 2.14)  -0.067
O (-1.46, -6.08, 1.68)  -0.051
N (0.68, 0.37, 4.30)  0.016
C (1.76, -0.37, 4.73)  -0.121
C (1.34, -1.24, 5.74)  -0.101
C (0.01, -0.90, 5.97)  -0.130
C (-0.40, 0.08, 5.05)  -0.149
H (0.66, 0.92, 3.45)  0.081
H (2.71, -0.18, 4.24)  0.093
H (1.94, -1.97, 6.27)  0.090
H (-0.59, -1.32, 6.76)  0.088
H (-1.36, 0.56, 4.88)  0.082
N (-0.92, 3.53, -5.01)  -0.011
C (-0.37, 2.32, -5.38)  -0.133
C (-1.32, 1.35, -5.19)  -0.100
C (-2.50, 1.98, -4.68)  -0.093
C (-2.27, 3.36, -4.80)  -0.138
H (-0.45, 4.42, -4.89)  0.138
H (0.62, 2.41, -5.78)  0.110
H (-1.24, 0.28, -5.37)  0.083
H (-3.45, 1.52, -4.47)  0.096
H (-2.86, 4.19, -4.43)  0.103
N (5.13, -3.28, -2.73)  0.018
C (4.04, -2.49, -2.37)  -0.146
C (4.45, -1.24, -2.04)  -0.139
C (5.80, -1.26, -2.08)  -0.116
C (6.23, -2.53, -2.50)  -0.129
H (5.13, -4.27, -2.95)  0.149
H (3.07, -2.98, -2.37)  0.097
H (3.80, -0.41, -1.82)  0.090
H (6.49, -0.45, -1.86)  0.092
H (7.17, -3.04, -2.68)  0.104
N (-1.90, 3.37, 4.42)  0.072
C (-1.46, 4.55, 3.97)  -0.162
C (-1.73, 5.01, 2.69)  -0.084
C (-2.64, 4.26, 1.90)  -0.058
C (-3.15, 3.02, 2.39)  -0.064
C (-2.74, 2.60, 3.64)  -0.132
H (-0.89, 5.17, 4.65)  0.104
H (-1.39, 6.03, 2.57)  0.092
H (-3.07, 4.63, 0.98)  0.090
H (-3.91, 2.49, 1.84)  0.096
H (-3.15, 1.71, 4.09)  0.094
N (1.33, -1.01, 0.09)  -0.049
C (2.39, -0.53, 0.83)  -0.147
C (3.50, -1.23, 1.24)  -0.062
C (3.45, -2.63, 1.15)  -0.046
C (2.34, -3.23, 0.56)  -0.025
C (1.34, -2.38, -0.01)  -0.100
H (2.48, 0.54, 0.73)  0.096
H (4.36, -0.83, 1.76)  0.111
H (4.18, -3.24, 1.65)  0.113
H (2.29, -4.30, 0.52)  0.114
H (0.40, -2.72, -0.40)  0.082
N (-1.58, -0.62, 0.89)  -0.018
C (-2.96, -0.31, 0.78)  -0.113
C (-3.94, -0.71, 1.73)  -0.069
C (-3.56, -1.49, 2.79)  -0.065
C (-2.21, -1.73, 3.02)  -0.030
C (-1.29, -1.30, 2.04)  -0.113
H (-3.36, 0.13, -0.12)  0.087
H (-5.01, -0.56, 1.64)  0.105
H (-4.27, -1.98, 3.45)  0.114
H (-1.92, -2.11, 3.99)  0.111
H (-0.26, -1.55, 2.25)  0.101
N (-0.82, -1.22, -2.07)  -0.015
C (-2.01, -1.86, -2.22)  -0.123
C (-2.33, -2.64, -3.29)  -0.040
C (-1.41, -2.76, -4.34)  -0.054
C (-0.15, -2.22, -4.22)  -0.061
C (0.13, -1.51, -3.04)  -0.113
H (-2.71, -1.73, -1.41)  0.096
H (-3.35, -2.99, -3.28)  0.114
H (-1.70, -3.31, -5.23)  0.109
H (0.53, -2.20, -5.06)  0.112
H (1.15, -1.17, -2.98)  0.090



(2)
A structure of composition C32H35CuN7S at a distorted geometry, computed with wB97M-V/def2-TZVPD.

Output
Energy relative to the best compared isomer or geometry (same formula, charge and spin)   0.8466 eV
Largest force on an atom   2.974 eV/Å
HOMO (spin up / spin down)   -7.23 / -7.40 eV
HOMO-LUMO gap (spin up / spin down)   7.52 / 7.60 eV
Multiplicity   2

Last column: Mulliken spin population.
Atoms and positions in Å:
Cu (-0.17, -1.19, 0.65)  0.626
C (-1.46, -1.82, 5.87)  0.000
C (-1.52, -3.18, 5.13)  0.000
N (-2.05, -3.03, 3.76)  0.003
C (-1.29, -2.97, 2.68)  0.001
S (-2.13, -2.60, 1.26)  0.084
N (0.00, -3.08, 2.80)  0.004
N (0.70, -2.66, 1.70)  0.071
C (1.94, -3.05, 1.55)  0.001
C (2.61, -4.06, 2.50)  0.006
C (2.67, -2.57, 0.41)  -0.010
C (4.05, -2.55, 0.36)  -0.003
C (4.70, -1.98, -0.69)  0.001
C (3.99, -1.52, -1.78)  -0.001
C (2.59, -1.66, -1.75)  0.001
N (1.97, -2.10, -0.63)  -0.003
H (-1.00, -1.91, 6.86)  0.000
H (-2.48, -1.52, 6.02)  0.000
H (-0.89, -1.10, 5.29)  0.000
H (-2.15, -3.87, 5.68)  0.000
H (-0.54, -3.61, 5.06)  0.000
H (-3.01, -2.80, 3.64)  0.002
H (1.85, -4.47, 3.13)  0.001
H (3.34, -3.53, 3.14)  0.001
H (3.00, -4.84, 1.88)  -0.001
H (4.57, -2.95, 1.22)  0.000
H (5.79, -2.03, -0.57)  0.000
H (4.53, -0.92, -2.51)  0.000
H (1.94, -1.28, -2.54)  0.000
C (-1.82, 3.28, -4.51)  0.000
C (-1.53, 3.95, -3.22)  0.001
C (-1.61, 5.34, -3.14)  0.000
C (-1.15, 6.02, -1.99)  0.000
C (-0.79, 5.29, -0.90)  0.000
C (-0.84, 3.91, -0.91)  0.001
C (-1.16, 3.21, -2.10)  0.000
N (-1.13, 1.79, -2.13)  0.004
C (-0.45, 0.94, -1.21)  -0.008
N (0.78, 1.32, -0.93)  0.006
C (1.62, 1.04, 0.15)  -0.114
C (1.23, 0.16, 1.16)  0.300
C (2.07, 0.12, 2.24)  -0.052
C (3.23, 0.84, 2.39)  0.010
C (3.67, 1.60, 1.32)  -0.008
C (2.84, 1.76, 0.21)  0.011
C (3.28, 2.57, -0.99)  0.004
N (-1.06, -0.14, -0.76)  0.054
C (-2.45, -0.30, -1.08)  -0.018
C (-3.36, 0.52, -0.43)  0.012
C (-4.70, 0.39, -0.69)  -0.003
C (-5.14, -0.60, -1.52)  0.007
C (-4.24, -1.41, -2.18)  -0.005
C (-2.87, -1.33, -1.98)  0.011
C (-1.90, -2.25, -2.68)  -0.001
H (-2.11, 3.95, -5.32)  0.000
H (-2.69, 2.63, -4.52)  0.000
H (-1.02, 2.63, -4.90)  0.000
H (-1.99, 5.89, -3.98)  0.000
H (-0.92, 7.08, -1.98)  0.000
H (-0.32, 5.77, -0.08)  0.000
H (-0.52, 3.31, -0.10)  0.000
H (-1.91, 1.32, -2.60)  -0.001
H (1.14, 1.90, -1.63)  0.000
H (1.81, -0.48, 3.12)  0.007
H (3.79, 0.66, 3.35)  -0.001
H (4.63, 2.13, 1.27)  0.000
H (4.20, 3.02, -0.77)  0.000
H (2.48, 3.34, -1.17)  0.000
H (3.43, 1.89, -1.86)  0.000
H (-2.95, 1.13, 0.30)  0.000
H (-5.39, 1.06, -0.23)  -0.001
H (-6.19, -0.93, -1.66)  0.000
H (-4.68, -2.17, -2.86)  0.000
H (-2.35, -2.90, -3.46)  0.000
H (-1.38, -2.82, -1.91)  0.001
H (-1.15, -1.60, -3.23)  0.001



(3)
A structure of composition C32H35F5N7SSiV at a distorted geometry, computed with wB97M-V/def2-TZVPD.

Output
Energy relative to the best compared isomer or geometry (same formula, charge and spin)   0.6213 eV
Largest force on an atom   1.046 eV/Å
HOMO (spin up / spin down)   -7.42 / -7.41 eV
HOMO-LUMO gap (spin up / spin down)   6.37 / 6.20 eV
Multiplicity   3

Last column: Mulliken spin population.
Atoms and positions in Å:
V (0.25, -0.11, -1.13)  2.008
C (-1.78, 2.01, -3.72)  0.008
N (-0.95, 2.18, -2.54)  -0.006
C (-0.04, 3.30, -2.74)  0.005
C (-1.77, 2.34, -1.36)  0.006
C (-0.94, 2.51, -0.09)  0.050
N (0.28, 1.71, -0.12)  -0.083
C (1.23, 2.05, 0.80)  0.045
C (2.55, 1.60, 0.63)  -0.002
F (2.80, 0.81, -0.44)  -0.002
C (3.58, 1.87, 1.50)  0.001
F (4.80, 1.37, 1.23)  0.000
C (3.38, 2.63, 2.63)  0.008
C (2.09, 3.09, 2.84)  -0.001
F (1.82, 3.81, 3.94)  0.000
C (1.05, 2.81, 1.97)  -0.004
F (-0.17, 3.26, 2.33)  0.000
H (-2.38, 2.91, -3.93)  0.001
H (-2.46, 1.16, -3.58)  -0.002
H (-1.15, 1.80, -4.59)  -0.001
H (-0.58, 4.25, -2.82)  0.001
H (0.53, 3.15, -3.65)  0.001
H (0.66, 3.36, -1.91)  0.001
H (-2.41, 1.46, -1.29)  -0.004
H (-2.45, 3.22, -1.44)  0.004
H (-1.59, 2.27, 0.76)  -0.001
H (-0.67, 3.56, 0.02)  0.001
H (4.18, 2.86, 3.32)  0.001
S (-1.61, -1.11, -2.12)  -0.077
C (-2.58, -1.18, -0.66)  -0.031
N (-3.82, -1.53, -0.71)  0.095
N (-4.61, -1.47, 0.37)  0.056
C (-4.60, -0.47, 1.38)  -0.007
C (-4.33, 0.86, 1.07)  0.007
C (-4.37, 1.82, 2.06)  -0.002
C (-4.70, 1.47, 3.37)  0.004
C (-4.98, 0.15, 3.67)  -0.002
C (-4.93, -0.82, 2.68)  0.001
N (-2.00, -0.93, 0.58)  0.068
N (-0.78, -0.64, 0.55)  -0.135
C (-0.20, -0.46, 1.85)  -0.030
C (1.14, -0.76, 2.01)  0.062
C (1.73, -0.59, 3.25)  0.020
C (0.99, -0.09, 4.31)  -0.012
C (-0.36, 0.22, 4.14)  0.009
C (-0.96, 0.02, 2.91)  -0.030
H (-5.52, -1.87, 0.17)  -0.003
H (-4.09, 1.14, 0.05)  0.002
H (-4.15, 2.86, 1.82)  0.000
H (-4.72, 2.23, 4.15)  0.000
H (-5.24, -0.13, 4.68)  0.000
H (-5.12, -1.86, 2.91)  0.000
H (1.72, -1.13, 1.17)  -0.033
H (2.78, -0.82, 3.38)  0.000
H (1.46, 0.07, 5.28)  0.000
H (-0.93, 0.62, 4.96)  0.000
H (-2.01, 0.27, 2.75)  -0.002
C (-0.17, -3.60, 0.20)  0.008
Si (1.32, -3.26, -0.88)  0.012
C (1.09, -4.37, -2.38)  0.001
C (2.78, -3.79, 0.18)  0.001
N (1.50, -1.59, -1.42)  -0.033
C (2.50, -1.33, -2.38)  -0.038
C (3.60, -2.14, -2.68)  -0.008
C (4.52, -1.78, -3.66)  0.003
C (4.40, -0.60, -4.37)  -0.006
C (3.33, 0.24, -4.09)  0.004
C (2.45, -0.16, -3.12)  0.043
F (1.38, 0.67, -2.83)  0.028
H (-0.12, -4.67, 0.41)  0.000
H (-1.11, -3.40, -0.31)  -0.001
H (-0.16, -3.09, 1.16)  -0.002
H (0.89, -5.39, -2.05)  0.000
H (1.93, -4.39, -3.07)  0.000
H (0.21, -4.03, -2.93)  -0.001
H (2.58, -4.79, 0.59)  0.000
H (2.88, -3.11, 1.03)  -0.001
H (3.74, -3.83, -0.33)  0.000
H (3.75, -3.07, -2.15)  0.000
H (5.36, -2.44, -3.85)  0.000
H (5.13, -0.32, -5.12)  0.000
H (3.18, 1.18, -4.60)  0.000



- What is the largest force on an atom in the third record?
  1.046 eV/Å